(1)
A molecular structure, C14H14OV at a distorted geometry, computed with ωB97M-V/def2-TZVPD.

- Kohn-Sham gap (spin up / spin down) (eV) = 7.73 / 7.83
- highest occupied orbital energy (spin up / spin down) (eV) = -11.982 / -12.145
- M (u) = 249.2
- energy above the lowest of the compared OMol25 structures with the same formula, charge and spin (kJ/mol) = 145.2
- E (eV) = -42472.27499
- expectation value of S² = 2.02
- charge = +1
- multiplicity = 3

Structure (XYZ):
```
30
Properties=species:S:1:pos:R:3:lowdin_charge:R:1
V -0.0149 0.2874 0.3104 0.8167
C -0.8463 2.2765 1.3709 -0.0702
C -0.4144 1.3731 2.3492 -0.0899
C 0.9166 0.9254 2.3632 -0.0874
C 1.8196 1.3991 1.3996 -0.0742
C 1.3879 2.3068 0.4247 -0.0614
C 0.0515 2.7297 0.3965 -0.0582
H -1.8673 2.6298 1.3784 0.1391
H -1.1000 1.0381 3.1124 0.1430
H 1.2551 0.2604 3.1434 0.1392
H 2.8566 1.1002 1.4404 0.1363
H 2.0905 2.6913 -0.3010 0.1389
H -0.2741 3.4371 -0.3527 0.1385
C -3.2396 -2.5814 2.3800 -0.0696
C -1.8886 -2.8799 2.4973 -0.0733
C -0.9499 -2.0995 1.8353 -0.1093
C -1.3434 -1.0090 1.0494 -0.2504
C -2.7087 -0.7195 0.9566 -0.1091
C -3.6519 -1.5085 1.6025 -0.0734
H -3.9737 -3.1872 2.8963 0.1114
H -1.5694 -3.7216 3.0990 0.1095
H 0.1024 -2.3501 1.9203 0.1001
H -3.0531 0.1195 0.3581 0.1026
H -4.7060 -1.2814 1.5090 0.1102
C 1.3325 -2.0800 -1.5951 -0.0128
C 0.6479 -0.9592 -0.9344 -0.3161
O 0.0448 -0.0253 -1.5269 -0.0346
H 1.6205 -1.8315 -2.6166 0.0998
H 0.6190 -2.9110 -1.6315 0.1140
H 2.1847 -2.4064 -1.0055 0.0906
```

(2)
A molecular structure, C14H15Cl2NO10Tc at a distorted geometry, computed with ωB97M-V/def2-TZVPD.

- Kohn-Sham gap (spin up / spin down) (eV) = 7.01 / 5.95
- highest occupied orbital energy (spin up / spin down) (eV) = -8.716 / -10.039
- M (u) = 526.2
- energy above the lowest of the compared OMol25 structures with the same formula, charge and spin (kJ/mol) = 325.2
- E (eV) = -63959.65626
- expectation value of S² = 3.80
- multiplicity = 4

Structure (XYZ):
```
43
Properties=species:S:1:pos:R:3:lowdin_charge:R:1
Tc -0.1748 0.7686 -0.1235 1.7108
O 0.8847 -0.5118 -1.2129 -0.3892
C 2.1558 -0.0056 -1.5603 -0.2486
C 2.2645 1.5239 -1.3406 -0.1427
N 1.4712 2.1191 -0.2156 -0.2915
C 0.9895 3.5134 -0.4830 -0.0568
C -0.3166 3.3442 -1.3668 -0.5452
O -0.8847 4.3576 -1.6895 0.1041
O -0.5756 2.0505 -1.6460 -0.2453
C 2.3254 2.2069 0.9824 -0.0873
C -0.1310 2.5656 2.2534 -0.4683
O -0.6914 2.9311 3.2510 0.1417
O -0.8686 2.3227 1.0884 -0.2300
H 0.7157 -2.3741 -0.8217 0.0446
H 2.3593 -0.2352 -2.6142 0.1233
H 2.9266 -0.5722 -0.9824 0.1229
H 1.7614 1.9513 -2.2268 0.1214
H 3.2872 1.9362 -1.4098 0.1398
H 1.7769 4.1228 -0.9331 0.1391
H 0.7037 4.0027 0.4696 0.1318
H 3.0427 3.1349 0.9889 0.1776
H 2.9516 1.3488 1.0622 0.1206
O 1.8159 1.9264 3.3281 0.1369
C 1.4009 2.2474 2.2370 -0.2708
Cl -2.2083 -2.4553 -2.6545 0.8176
C -2.3358 -2.5008 -0.9519 -0.6120
C -2.4538 -3.6517 -0.2074 -0.0873
C -2.6546 -3.6192 1.1722 -0.0113
C -2.8185 -2.3614 1.7830 -0.0390
C -2.6756 -1.2132 1.0379 -0.0148
C -2.3481 -1.2430 -0.3513 -0.2851
C -1.9047 -0.0243 -0.9496 -0.1964
H -2.2624 -4.5872 -0.6891 0.1150
H -2.7242 -4.5578 1.7328 0.1284
H -2.9124 -2.3044 2.8843 0.1287
H -2.6580 -0.2518 1.5013 0.1146
H -2.4750 0.9077 -0.6997 0.1193
H -1.7188 0.0769 -2.0299 0.0689
O 0.8061 -5.4652 0.0717 -0.4066
Cl 1.1303 -4.1168 0.4798 1.0028
O 0.4146 -3.3330 -0.8485 -0.3001
O 2.5037 -3.6807 0.4850 -0.3969
O 0.1051 -0.2939 1.1992 -0.3847
```

(3)
C14H15ClN4O2S in the gas phase, computed with ωB97M-V/def2-TZVPD.

- Kohn-Sham gap (eV) = 9.29
- highest occupied orbital energy (eV) = -8.612
- M (u) = 338.8
- energy above the lowest of the compared OMol25 structures with the same formula, charge and spin (kJ/mol) = 53.6
- E (eV) = -48174.81191
- multiplicity = 1

Structure (XYZ):
```
37
Properties=species:S:1:pos:R:3:lowdin_charge:R:1
O -3.6660 0.5519 -0.1216 0.0553
C -2.5352 0.1335 -0.2440 -0.5665
N -1.4249 0.8607 -0.0492 0.0660
H -0.5179 0.4337 -0.2189 0.0619
C -1.4645 2.2692 0.2817 -0.1438
C -0.9246 3.0960 -0.8556 -0.2236
C -1.7783 3.8094 -1.6865 -0.0259
C -1.2889 4.5487 -2.7490 -0.0772
C 0.0721 4.5825 -2.9995 -0.0830
C 0.9424 3.8733 -2.1904 -0.1066
C 0.4389 3.1357 -1.1326 -0.5927
Cl 1.5491 2.2520 -0.1354 0.7307
H 2.0051 3.8894 -2.3764 0.1025
H 0.4613 5.1583 -3.8251 0.1047
H -1.9697 5.0975 -3.3812 0.1040
H -2.8396 3.7768 -1.4916 0.1188
H -0.8736 2.4418 1.1879 0.1139
H -2.5091 2.5224 0.4747 0.1225
C -2.2480 -1.3125 -0.6456 -0.3434
H -1.5453 -1.3621 -1.4757 0.0833
H -3.1876 -1.8003 -0.9023 0.0837
S -1.5479 -2.3086 0.7119 1.0222
C 0.1423 -1.9572 0.5368 -0.6044
N 0.6550 -1.0781 -0.2714 0.0235
N 2.0047 -1.1623 -0.0709 0.0855
C 2.3368 -2.0832 0.8815 -0.4758
O 3.4363 -2.3769 1.2778 0.0704
N 1.0972 -2.6037 1.2702 0.0437
C 0.8186 -3.6233 2.2280 -0.2743
C 0.9022 -5.0649 1.8052 -0.0792
C 1.9153 -4.4957 2.7490 -0.0791
H 1.8696 -4.7755 3.7900 0.1055
H 2.9122 -4.3122 2.3828 0.0937
H 1.2159 -5.2697 0.7931 0.1097
H 0.1534 -5.7443 2.1805 0.0997
H 0.0143 -3.3306 2.8949 0.1368
H 2.6269 -0.5431 -0.5614 0.1379
```

(4)
A molecular structure, C14H15ClN4O6RuS3 at a distorted geometry, computed with ωB97M-V/def2-TZVPD.

- Kohn-Sham gap (spin up / spin down) (eV) = 6.71 / 6.56
- highest occupied orbital energy (spin up / spin down) (eV) = -4.432 / -4.983
- M (u) = 568.0
- energy above the lowest of the compared OMol25 structures with the same formula, charge and spin (kJ/mol) = 1.8
- E (eV) = -80610.95880
- expectation value of S² = 0.95
- charge = -1
- multiplicity = 2

Structure (XYZ):
```
44
Properties=species:S:1:pos:R:3:lowdin_charge:R:1
Ru -0.3408 -0.1115 -0.5125 0.7800
N 8.0067 -1.1135 0.2840 0.0848
C 6.6643 -1.4473 0.2165 -0.3347
C 6.0793 -2.1866 1.2458 -0.0345
C 4.7639 -2.5910 1.1577 -0.0763
C 4.0178 -2.2475 0.0483 -0.2888
C 4.5725 -1.5117 -0.9806 -0.0478
C 5.8966 -1.1189 -0.9024 -0.0324
S 2.3267 -2.8195 -0.0584 0.6255
O 2.1232 -3.8651 0.9091 -0.3043
O 2.0977 -3.1893 -1.4349 -0.3223
N 1.3739 -1.5230 0.2531 -0.1457
C 1.4162 -1.0094 1.4779 -0.4947
N 0.4465 -0.0892 1.7342 0.0500
C 0.4159 0.4801 2.9206 -0.1122
C 1.3421 0.1505 3.9049 -0.0610
C 2.2930 -0.7965 3.5554 -0.1292
N 2.3486 -1.3647 2.3675 0.1215
H 8.4059 -1.1065 1.2099 0.0839
H 8.3061 -0.3522 -0.3042 0.0846
H 6.6786 -2.4405 2.1081 0.1034
H 4.2868 -3.1706 1.9294 0.1035
H 3.9621 -1.2635 -1.8354 0.1097
H 6.3512 -0.5605 -1.7074 0.1048
H -0.3631 1.2169 3.0839 0.0970
H 1.3156 0.6121 4.8782 0.0882
H 3.0559 -1.1189 4.2554 0.1061
C -0.4588 -3.4258 -3.3677 -0.1391
C -0.4374 -2.0272 -2.8331 -0.8070
S -1.7893 -1.5815 -1.8388 0.6379
C 0.5674 -1.1665 -3.1843 -0.8117
C 1.6624 -1.6054 -4.1081 -0.1459
S 0.6404 0.4937 -2.6822 0.6278
H 0.4597 -3.9348 -3.0797 0.0677
H -0.5363 -3.4136 -4.4555 0.0751
H -1.3128 -3.9580 -2.9563 0.0543
H 2.2218 -2.4113 -3.6320 0.0628
H 2.3147 -0.7611 -4.3115 0.0505
H 1.2523 -1.9771 -5.0480 0.0743
O -2.7745 3.1042 -0.1357 -0.3112
Cl -1.9020 2.2342 0.5592 0.6032
O -1.8359 2.5877 1.9332 -0.3412
O -0.5840 2.3047 -0.0172 -0.4288
O -2.3753 0.8819 0.4410 -0.4274
```

(5)
A molecular structure, C14H15CrNTe at a distorted geometry, computed with ωB97M-V/def2-TZVPD.

- Kohn-Sham gap (spin up / spin down) (eV) = 6.00 / 6.03
- highest occupied orbital energy (spin up / spin down) (eV) = -3.125 / -3.155
- M (u) = 376.9
- E (eV) = -51965.21545
- expectation value of S² = 3.85
- charge = -1
- multiplicity = 4

Structure (XYZ):
```
32
Properties=species:S:1:pos:R:3:lowdin_charge:R:1
C 0.9177 -0.9890 -1.6693 -0.1376
C -0.4639 -1.1432 -2.0349 -0.1641
C -1.0473 -2.1348 -1.1675 -0.2159
C -0.0342 -2.5394 -0.2164 -0.2271
C 1.1655 -1.7902 -0.5042 -0.1714
Cr -0.5190 -0.4467 0.0705 0.2228
C -1.4412 1.4027 -0.4764 -0.2120
C 0.0078 1.8212 -0.5961 -0.6385
C 0.5653 2.4386 -1.7198 -0.0708
N 0.6933 1.1959 0.3837 -0.0526
H -2.0522 -2.5482 -1.2683 0.1071
H -0.9402 -0.6908 -2.9042 0.1137
H -0.1301 -3.3150 0.5440 0.1012
H 2.1333 -1.9103 -0.0181 0.1060
H 1.6635 -0.4318 -2.2328 0.1092
H -2.0160 1.5186 -1.3905 0.0363
H 1.6651 1.4482 0.5735 0.0555
H -1.9304 1.9126 0.3557 0.0111
H -0.0782 3.0149 -2.3768 -0.0025
H 1.5855 2.1679 -2.0158 0.0038
Te -2.1351 -0.5856 2.0505 0.9135
C -1.4519 0.7563 3.5279 -0.6316
C -2.4289 1.6733 3.9680 -0.1848
C -2.2022 2.4065 5.1358 -0.1171
C -0.9959 2.2592 5.8381 -0.1264
C 0.0021 1.4012 5.3516 -0.1129
C -0.2089 0.6569 4.1792 -0.1441
H -3.3653 1.7467 3.4118 0.0721
H -2.9743 3.0843 5.5068 0.0902
H -0.8380 2.8126 6.7659 0.0856
H 0.9448 1.3074 5.8953 0.0898
H 0.5471 -0.0248 3.7835 0.0916
```

(6)
A molecular structure, C14H15IN5O6SV at a distorted geometry, computed with ωB97M-V/def2-TZVPD.

- Kohn-Sham gap (eV) = 5.04
- highest occupied orbital energy (eV) = -14.849
- M (u) = 559.2
- energy above the lowest of the compared OMol25 structures with the same formula, charge and spin (kJ/mol) = 104.7
- E (eV) = -79104.12927
- charge = +2
- multiplicity = 1

Structure (XYZ):
```
43
Properties=species:S:1:pos:R:3:lowdin_charge:R:1
V 0.0127 0.3615 0.1205 1.1222
O -0.5552 -1.3745 3.4936 0.2718
C -0.6962 -1.2006 2.3394 -0.4050
O -0.3894 -0.0675 1.6449 -0.1008
C -1.2706 -2.1558 1.3338 -0.1675
C -1.8457 -3.3515 1.7090 0.0663
C -2.4191 -4.1276 0.7080 0.0239
C -2.3799 -3.6697 -0.6007 0.0126
C -1.7700 -2.4553 -0.8836 -0.0689
N -1.2276 -1.7054 0.0737 0.0770
H -1.8398 -3.6445 2.7501 0.1479
H -2.8929 -5.0694 0.9497 0.1377
H -2.8222 -4.2426 -1.4034 0.1317
H -1.7313 -2.0796 -1.8981 0.1190
C -1.5096 5.3013 -0.8767 0.0364
C -1.6984 3.9091 -0.4311 -0.1960
C -2.7456 3.3474 0.3234 0.0939
C -2.4390 2.0220 0.5263 -0.2243
N -1.2472 1.7504 -0.1151 -0.0676
N -0.8510 2.9176 -0.6988 0.1023
C -3.2139 0.9915 1.2636 0.0231
H -2.3976 5.8879 -0.6616 0.1045
H -1.2832 5.3542 -1.9427 0.1097
H -0.6633 5.7545 -0.3529 0.1167
H -3.6223 3.8627 0.6783 0.1462
H 0.0706 2.9606 -1.1284 0.1489
H -4.2392 1.3242 1.4008 0.1100
H -2.7863 0.8292 2.2559 0.1062
H -3.2225 0.0460 0.7222 0.0855
I -1.2602 1.1247 -5.8566 0.9864
C -0.5447 0.3541 -4.0709 -0.7242
C 0.5157 -0.5203 -3.8846 -0.0594
N 0.6274 -0.7335 -2.5720 0.0454
N -0.2923 -0.0354 -1.8740 -0.1224
C -1.0137 0.6296 -2.7917 -0.1561
H 1.1536 -1.0001 -4.6095 0.1497
H 1.3338 -1.2731 -2.1005 0.1720
H -1.8674 1.2274 -2.5213 0.1240
O 3.5194 1.4251 0.1582 -0.1164
S 2.1706 1.3800 -0.2052 0.4775
O 1.7050 1.8291 -1.5015 -0.2526
O 1.5971 -0.1431 -0.1737 -0.3087
O 1.1479 1.8618 0.7933 -0.2787
```

(7)
C14H15N in the gas phase at a distorted geometry, computed with ωB97M-V/def2-TZVPD.

- Kohn-Sham gap (eV) = 7.03
- highest occupied orbital energy (eV) = -6.596
- M (u) = 197.3
- energy above the lowest of the compared OMol25 structures with the same formula, charge and spin (kJ/mol) = 541.0
- E (eV) = -16245.34736
- multiplicity = 1

Structure (XYZ):
```
30
Properties=species:S:1:pos:R:3:lowdin_charge:R:1
C -3.6905 -0.8088 -0.1980 -0.1052
C -3.6734 0.5401 0.3098 -0.0983
C -2.5229 -1.4594 -0.4636 -0.0313
C -2.5223 1.3036 0.3796 -0.0515
C -1.3293 -0.7384 -0.1463 -0.1717
C -1.3452 0.6561 0.0553 -0.2174
C 2.2375 -1.9101 -0.4530 -0.1228
C 0.8659 -2.2341 -0.1569 -0.1127
C 2.7736 -0.7681 -0.1015 -0.0890
C -0.1091 -1.3823 -0.2161 0.0593
C 2.0228 0.3656 0.6268 -0.3012
C 1.0593 0.9367 -0.3634 -0.2111
C 1.3272 0.1034 2.0020 -0.0199
C 1.4866 1.7264 -1.6485 -0.0153
N -0.1950 1.4303 -0.0384 0.0530
H -4.6637 -1.4024 -0.4154 0.1283
H -4.6420 1.0313 0.7176 0.1245
H -2.5982 -2.4373 -0.7383 0.0832
H -2.6689 2.3781 0.6379 0.1263
H 2.9682 -2.5465 -0.8867 0.0902
H 0.4973 -3.1866 0.1558 0.1041
H 3.8722 -0.7002 -0.4307 0.1315
H 2.9015 0.9866 0.7502 0.1192
H 2.1122 -0.4448 2.5447 0.0997
H 0.5243 -0.5168 2.0417 0.0305
H 0.9278 0.9769 2.3812 0.0560
H 2.0122 2.5678 -1.3798 0.0372
H 0.7063 2.1673 -2.2685 0.0750
H 2.1511 1.0515 -2.2483 0.0945
H -0.4852 2.3138 -0.4491 0.1348
```